#w
Density functional theory data (ωB97M-V with the def2-TZVPD basis set) for C10H14N2S in the gas phase.

Positions of all 27 atoms, in Å:
C  1.4431  1.7201  1.6862
C  1.4286  0.7155  0.6033
C  0.0309  0.4052  0.0541
C  -0.6286  1.5740  -0.4346
N  -1.1759  2.5526  -0.6833
C  0.0626  -0.5496  -1.1505
C  1.0701  -0.5023  -2.1187
C  0.6313  -1.1495  -3.3193
C  -0.6551  -1.5652  -3.2821
S  -1.3654  -1.3330  -1.7485
N  -0.7128  -0.1974  1.2502
C  -0.4307  -1.6610  1.4326
C  -1.9926  0.4943  1.4820
H  1.2227  2.6678  1.3279
H  0.5644  1.6812  2.4333
H  2.4487  1.6756  2.2246
H  1.8442  -0.1728  1.0520
H  2.2004  1.1501  -0.1979
H  2.0667  -0.0775  -1.9071
H  1.2335  -1.3176  -4.1324
H  -0.9481  -2.4400  -3.9448
H  0.3728  -1.7840  2.2127
H  -1.4530  -1.9175  1.7808
H  -0.1827  -1.9888  0.4803
H  -1.7804  1.5015  1.7649
H  -2.9395  0.4560  0.7341
H  -2.3552  0.0624  2.4004

Properties
Frontier orbital gap: 9.255 eV
SMILES: CC[C@@](C#N)(c1cccs1)N(C)C
HOMO energy: -8.6 eV


#x
Density functional theory data (ωB97M-V with the def2-TZVPD basis set) for C10H14N2S in the gas phase.

Positions of all 27 atoms, in Å:
C  -4.9336  -0.6274  0.5371
C  -3.6152  -0.0508  -0.0364
S  -2.1914  -1.1621  0.2189
C  -0.8956  0.0090  -0.2109
N  -1.0634  1.2588  -0.1873
C  0.0126  2.0758  -0.7209
N  0.2222  -0.6874  -0.6922
C  1.5677  -0.5659  -0.1920
C  1.8551  0.0094  1.0517
C  3.2126  0.2093  1.3892
C  4.2464  -0.3250  0.6096
C  3.9194  -1.0172  -0.5565
C  2.6074  -1.1205  -0.9727
H  -5.6803  0.0741  0.2887
H  -5.0746  -1.5800  0.1065
H  -4.7108  -0.7583  1.5803
H  -3.3852  0.9037  0.5094
H  -3.8000  0.1379  -1.0912
H  0.6326  1.4981  -1.4274
H  -0.4310  2.9487  -1.2185
H  0.6691  2.4315  0.0461
H  -0.0226  -1.6126  -0.9851
H  1.1347  0.3627  1.7820
H  3.4067  0.7228  2.3332
H  5.2643  -0.1757  0.9393
H  4.7218  -1.4862  -1.1007
H  2.3312  -1.4726  -2.0000

Properties
Frontier orbital gap: 9.267 eV
SMILES: CCS/C(=N/C)Nc1ccccc1
HOMO energy: -8.4 eV


Stability, highest: #x


#w
Density functional theory data (ωB97M-V with the def2-TZVPD basis set) for a molecular structure, C7H12N4O.

Positions of all 24 atoms, in Å:
C  2.7171  0.4615  -0.1032
C  1.6744  -0.5084  -0.1588
C  -0.2119  0.8692  0.5060
C  -1.7583  1.1014  0.0185
C  -2.6109  -0.0954  0.2488
C  -1.9896  -1.2236  -0.4784
C  -0.5156  -1.4465  -0.1866
H  3.4076  2.2216  -0.0701
H  2.3495  1.8537  -1.2108
H  0.1877  1.9088  0.5019
H  -0.4683  0.4627  1.8194
H  -1.8342  1.6702  -0.8024
H  -2.1232  1.9455  0.8308
H  -2.7326  -0.6043  1.4282
H  -3.5267  0.1291  -0.1149
H  -1.8461  -1.1698  -1.5892
H  -2.5827  -2.0897  -0.3840
H  -0.0101  -1.9295  -0.7254
H  -0.4522  -1.8290  0.5503
N  2.6792  1.8465  -0.3851
N  3.7736  -0.1378  0.1118
N  2.0917  -1.6340  0.1709
N  0.2484  -0.2902  -0.2300
O  3.5333  -1.5121  0.2522

Properties
Frontier orbital gap: 9.703 eV
HOMO energy: -8.8 eV


#x
Density functional theory data (ωB97M-V with the def2-TZVPD basis set) for 2 unconnected molecules or ions with the total composition C7H12N4O.

Positions of all 24 atoms, in Å:
C  -0.9226  -0.3883  1.2133
C  -2.0100  0.2666  1.7121
C  2.1019  1.1437  0.3207
C  -2.0629  0.4550  -0.4409
C  -2.3945  0.8778  -1.8163
C  0.9879  -2.2662  -0.7753
C  1.2737  -0.8356  -0.8327
N  -0.9119  -0.2403  -0.1046
N  -2.7592  0.7926  0.6716
N  2.1724  1.5171  1.5973
N  1.9716  -0.2880  0.1230
O  2.3899  1.8824  -0.5838
H  0.0334  -0.5795  1.7802
H  -2.2917  0.5323  2.7357
H  -3.2321  0.2605  -2.2356
H  -1.5474  0.6917  -2.5626
H  -2.7928  1.9523  -1.6865
H  0.4723  -2.6121  -1.6053
H  0.4234  -2.7335  0.1025
H  2.0689  -2.6488  -0.7026
H  1.1223  -0.3664  -1.8273
H  1.6740  0.9463  2.2702
H  1.9750  2.5012  1.6494
H  2.2581  -0.8609  0.9976

Properties
Frontier orbital gap: 6.766 eV
HOMO energy: -7.2 eV


Stability, highest: #x


#w
Density functional theory data (ωB97M-V with the def2-TZVPD basis set) for 2 unconnected molecules or ions with the total composition C5H10N6.

Positions of all 21 atoms, in Å:
H  0.2631  -2.6065  1.5627
N  -0.0571  -1.6653  1.3466
C  0.9522  -0.8974  1.3176
N  0.8579  0.4602  1.0095
C  -0.3333  1.1786  1.3753
C  0.9511  1.4398  2.0720
H  1.9967  -1.2255  1.4991
H  -1.0947  0.6034  1.9068
H  -0.6967  1.8829  0.6315
H  1.0486  1.0688  3.1010
H  1.5307  2.3307  1.8418
N  1.3894  -0.1946  -1.4811
C  0.0473  -0.2236  -1.7000
N  -0.8041  -0.8826  -0.8528
C  -1.9724  -0.6746  -1.4027
N  -1.8429  0.0635  -2.5114
N  -0.5310  0.3678  -2.7243
H  1.7815  -0.6685  -0.6748
H  1.9940  0.2975  -2.1248
H  -2.9206  -1.0283  -1.0509
H  -2.5595  0.3735  -3.1411

Properties
Frontier orbital gap: 8.945 eV
SMILES: [H]/N=C/N1CC1.Nc1nc[nH]n1
HOMO energy: -7.9 eV


#x
Density functional theory data (ωB97M-V with the def2-TZVPD basis set) for C5H10N6 in the gas phase.

Positions of all 21 atoms, in Å:
C  -2.0467  0.1242  -0.9986
C  0.0727  -0.5435  -0.6829
C  -0.4901  -1.2724  -1.6807
C  1.3142  -0.3034  0.1046
C  0.9812  0.1680  2.5889
N  -1.7786  -0.7706  -1.9301
N  -0.9554  0.2952  -0.2570
N  1.0132  0.6195  1.1834
N  -0.9032  1.0940  0.8888
N  0.0980  -2.0717  -2.7166
N  -0.7892  2.4054  0.4938
H  -3.0528  0.5363  -0.8059
H  1.6969  -1.2656  0.3669
H  2.0717  0.1861  -0.4657
H  0.6950  -0.8858  2.7992
H  2.0161  0.3983  3.2114
H  0.1449  0.7837  3.0382
H  -0.4983  -2.3226  -3.4397
H  0.9883  -2.4986  -2.6445
H  -0.4501  2.9219  1.2738
H  -0.1279  2.4016  -0.3274

Properties
Frontier orbital gap: 7.903 eV
HOMO energy: -7.7 eV


Stability, highest: #w


#w
Density functional theory data (ωB97M-V with the def2-TZVPD basis set) for a molecular structure, H29O15.

Positions of all 44 atoms, in Å:
O  0.4245  3.3352  0.5684
H  0.3541  2.9867  -0.3003
H  -3.0258  -0.6258  -3.4222
O  -0.0768  -2.2495  2.7569
H  -0.4034  -1.3341  2.4302
H  -1.1704  0.4674  0.3566
O  -2.4784  -0.5504  -4.2039
H  -1.4593  -1.1552  0.6452
H  -2.5852  -3.0427  -0.6278
O  -2.7303  -3.9568  -1.9847
H  2.5683  -3.1411  -1.4685
H  -3.0028  -3.3268  -2.6501
O  1.3550  -1.9964  0.0257
H  1.6186  -1.0808  0.1732
H  -4.4823  0.9548  0.8197
O  3.1327  1.5686  -0.6670
H  3.0443  1.2963  3.3024
H  2.5065  2.1763  -1.0821
O  0.8440  2.3701  -1.9604
H  0.8381  -2.3297  0.7956
H  0.6582  -1.9568  3.2963
O  -0.6520  0.4224  -1.7268
H  0.0236  1.3851  -1.7872
H  1.2849  3.0000  0.8315
O  3.4043  -2.7311  -1.3646
H  -3.4095  1.2856  0.0769
H  -1.9272  0.2419  -4.1803
O  2.4046  1.9164  3.6323
H  -2.2239  -4.5467  -2.5079
O  -2.4199  4.3114  1.6075
H  -1.5676  3.8881  1.3760
H  1.5524  1.8882  3.2720
O  4.0540  -0.9342  2.5623
H  4.3059  -0.1271  3.0602
H  4.7344  -1.6080  2.6071
O  -4.3466  1.5718  0.0902
H  0.8581  2.2169  -2.9001
H  0.0996  -0.2200  -1.8067
O  -1.9184  -2.5605  -0.1183
H  3.3726  -1.8377  -1.0538
H  -3.1249  3.7153  1.3643
O  -1.2379  -0.2811  0.9692
H  -1.0280  -2.5406  -0.6038
H  3.9157  1.7983  -1.1549

Properties
Frontier orbital gap: 7.985 eV
Net charge: -1
HOMO energy: -5.7 eV


#x
Density functional theory data (ωB97M-V with the def2-TZVPD basis set) for 15 unconnected molecules or ions with the total composition H29O15.

Positions of all 44 atoms, in Å:
O  0.9136  4.3882  -1.5395
H  0.9391  5.3314  -1.6184
H  -3.6595  -0.1976  1.2782
O  -0.8987  -3.0070  -0.1034
H  -0.0800  -3.4395  0.1096
H  -0.9284  -2.0773  -0.3308
O  -4.5027  0.1913  1.0004
H  -4.2906  0.9979  0.5505
H  1.4676  0.7564  3.1330
O  4.3973  1.9156  -3.1981
H  3.7425  1.3894  -2.6974
H  3.7300  2.6239  -2.9952
O  -0.0823  1.7166  1.0363
H  0.4048  1.7577  0.2149
H  -0.5198  -0.3743  -0.3749
O  -3.1868  1.9183  3.8201
H  -2.8474  1.6619  2.9487
H  -2.6405  1.2239  4.2759
O  0.1481  -0.6907  1.5649
H  0.0372  0.5933  1.1664
H  0.3153  -0.8410  2.4936
O  0.8526  2.3203  -4.0461
H  0.4242  2.6703  -3.2500
H  1.0715  3.8410  -0.7728
O  -2.3074  -2.6883  -3.3540
H  -1.7925  -2.4594  -4.1196
H  -2.4272  -2.0689  -2.6186
O  -2.6283  -4.5633  -0.5322
H  -2.9484  -3.9094  -1.1753
O  -2.2958  -1.3788  1.4162
H  -1.3552  -1.0956  1.2445
H  -2.3222  -2.3249  1.1821
O  4.9919  0.7662  0.8952
H  4.5057  0.5156  1.6817
H  5.1908  -0.0521  0.4007
O  -0.2958  -0.0939  -1.2736
H  0.6523  -0.1636  -1.3605
H  1.4030  2.9608  -4.4951
O  1.0356  1.4272  3.6555
H  0.2592  1.7066  3.1396
H  -1.6877  -4.6338  -0.5766
O  2.5300  -2.1285  0.6808
H  2.9831  -2.5732  1.3907
H  1.7018  -1.9126  1.1528

Properties
Frontier orbital gap: 9.012 eV
Net charge: -1
HOMO energy: -6.8 eV


Stability, highest: #w